1.
The following is a DFT calculation (ωB97M-V/def2-TZVPD) of a structure of composition C29H47Br2NO5S4SiTi in a non-equilibrium geometry.

HOMO (spin up / spin down) in eV: -5.31 / -6.92
ΔE to the lowest compared entry with this formula, charge and spin in kcal per mole: 32.6
Gap between HOMO and LUMO (spin up / spin down) in eV: 5.1 / 6.7
E_LUMO (spin up / spin down) in eV: -0.17 / -0.17

Structure (ORCA input):
```
! wB97M-V def2-TZVPD RIJCOSX def2/J DEFGRID3
* xyz 0 3
Ti 9.6730 11.7029 10.8740
C 9.5432 10.7688 6.7622
C 8.2209 10.2171 7.2718
S 7.9265 10.8316 8.9857
C 6.4494 9.8305 9.2648
C 6.0334 9.8907 10.7337
S 7.1865 10.9247 11.7198
C 6.3647 12.5543 11.6536
C 6.6150 13.3558 10.3953
S 8.3667 13.4884 9.8663
C 8.1866 13.8067 8.1027
C 9.4597 13.4498 7.3560
S 10.2306 11.9404 8.0052
H 9.4358 11.2723 5.7759
H 10.2925 9.9759 6.5910
H 8.2287 9.1231 7.2730
H 7.3664 10.5446 6.6662
H 6.6532 8.8084 8.9230
H 5.6735 10.2414 8.6035
H 6.0443 8.8974 11.1946
H 5.0008 10.2704 10.8398
H 6.7897 13.0347 12.5370
H 5.2867 12.3557 11.8119
H 6.3156 14.4079 10.5263
H 6.0676 12.9368 9.5270
H 7.9539 14.8778 8.0356
H 7.3384 13.2206 7.7070
H 10.2493 14.1923 7.3905
H 9.2511 13.2482 6.2865
Br 14.6726 11.0777 13.4416
C 13.6334 9.9714 12.3395
C 14.2944 8.7158 12.1068
C 13.6742 7.7067 11.3927
Br 14.5148 6.0412 10.9710
C 12.3212 7.8891 10.9828
C 11.5380 6.9584 10.2576
C 10.1899 7.1737 10.0179
C 9.6451 8.3851 10.4356
N 10.3726 9.4324 10.8721
C 11.6594 9.1405 11.2541
C 12.3298 10.2773 11.7803
O 11.6689 11.3861 11.6453
H 15.3342 8.5573 12.4549
H 12.0480 6.0571 9.9186
H 9.5073 6.4667 9.5365
H 8.5958 8.5956 10.2600
C 7.9516 17.3883 13.1897
C 7.6830 16.0852 13.9652
C 6.1661 15.8775 13.9351
C 8.1775 16.2832 15.4014
O 8.3079 14.9501 13.2959
Si 9.4015 13.7722 13.6744
O 9.5708 12.5988 12.4745
O 10.7684 14.5534 14.0315
C 11.8840 15.1807 13.3352
C 13.0741 14.2823 13.5491
C 12.1573 16.5766 13.9433
C 11.5347 15.2735 11.8262
O 8.8168 13.0482 14.9976
C 9.1411 11.9167 15.8440
C 7.8081 11.3180 16.3209
C 9.8336 10.8413 15.0291
C 10.0574 12.3601 16.9762
H 7.4079 18.2106 13.6513
H 7.6312 17.2849 12.1469
H 9.0315 17.6463 13.1859
H 5.6623 16.7360 14.3750
H 5.9151 14.9767 14.5122
H 5.8297 15.7722 12.8878
H 7.6759 17.1433 15.8553
H 9.2610 16.4559 15.4513
H 7.9492 15.3853 16.0026
H 13.3215 14.1776 14.6223
H 13.9514 14.6992 13.0267
H 12.8873 13.2689 13.1894
H 12.3778 16.4849 15.0274
H 11.2699 17.2242 13.8614
H 13.0254 17.0353 13.4685
H 11.6887 14.2906 11.3935
H 12.1922 16.0182 11.3455
H 10.4858 15.5792 11.6966
H 7.1724 11.1270 15.4251
H 7.2653 12.0132 16.9914
H 7.9625 10.3609 16.8518
H 9.1114 10.4196 14.3036
H 10.2244 10.0444 15.6725
H 10.6929 11.2395 14.4790
H 9.5671 13.1581 17.5545
H 11.0063 12.7544 16.5859
H 10.2541 11.4936 17.6476
*
```

Löwdin analysis output, partial charges in e: number 1, Ti, carries 0.424; number 2, C, carries -0.462; number 3, C, carries -0.444; number 4, S, carries 0.720; number 5, C, carries -0.487; number 6, C, carries -0.461; number 7, S, carries 0.863; number 8, C, carries -0.461; number 9, C, carries -0.452; number 10, S, carries 0.783; number 11, C, carries -0.499; number 12, C, carries -0.483; number 13, S, carries 0.831; number 14, H, carries 0.086; number 15, H, carries 0.085; number 16, H, carries 0.079; number 17, H, carries 0.086; number 18, H, carries 0.075; number 19, H, carries 0.086; number 20, H, carries 0.077; number 21, H, carries 0.087; number 22, H, carries 0.052; number 23, H, carries 0.097; number 24, H, carries 0.084; number 25, H, carries 0.077; number 26, H, carries 0.089; number 27, H, carries 0.075; number 28, H, carries 0.076; number 29, H, carries 0.087; number 30, Br, carries 0.792; number 31, C, carries -0.588; number 32, C, carries -0.189; number 33, C, carries -0.635; number 34, Br, carries 0.730; number 35, C, carries -0.190; number 36, C, carries -0.036; number 37, C, carries -0.050; number 38, C, carries -0.142; number 39, N, carries 0.060; number 40, C, carries -0.137; number 41, C, carries -0.362; number 42, O, carries -0.170; number 43, H, carries 0.095; number 44, H, carries 0.068; number 45, H, carries 0.109; number 46, H, carries 0.066; number 47, C, carries -0.035; number 48, C, carries -0.608; number 49, C, carries -0.037; number 50, C, carries -0.030; number 51, O, carries -0.115; number 52, Si, carries 0.057; number 53, O, carries -0.433; number 54, O, carries -0.092; number 55, C, carries -0.593; number 56, C, carries -0.069; number 57, C, carries -0.028; number 58, C, carries -0.017; number 59, O, carries -0.094; number 60, C, carries -0.627; number 61, C, carries -0.033; number 62, C, carries -0.043; number 63, C, carries -0.025; number 64, H, carries 0.081; number 65, H, carries 0.083; number 66, H, carries 0.080; number 67, H, carries 0.082; number 68, H, carries 0.091; number 69, H, carries 0.082; number 70, H, carries 0.087; number 71, H, carries 0.083; number 72, H, carries 0.087; number 73, H, carries 0.094; number 74, H, carries 0.097; number 75, H, carries 0.022; number 76, H, carries 0.091; number 77, H, carries 0.068; number 78, H, carries 0.080; number 79, H, carries 0.068; number 80, H, carries 0.091; number 81, H, carries 0.076; number 82, H, carries 0.086; number 83, H, carries 0.086; number 84, H, carries 0.089; number 85, H, carries 0.082; number 86, H, carries 0.093; number 87, H, carries 0.085; number 88, H, carries 0.086; number 89, H, carries 0.089; number 90, H, carries 0.096

=====

2.
The following is a DFT calculation (ωB97M-V/def2-TZVPD) of a structure of composition C29H47CoN4O8PSSi3Te in a non-equilibrium geometry.

HOMO (spin up / spin down) in eV: -0.03 / -2.64
Gap between HOMO and LUMO (spin up / spin down) in eV: 3.5 / 4.9
E_LUMO (spin up / spin down) in eV: 3.50 / 2.22

Structure (ORCA input):
```
! wB97M-V def2-TZVPD RIJCOSX def2/J DEFGRID3
* xyz -2 4
Co -0.8623 -0.5500 0.4729
C 2.0352 0.5217 4.8590
Si 0.5962 0.2142 3.5995
C -0.4953 1.7785 3.7834
C -0.3624 -1.2083 4.4861
C 1.2818 -0.2242 1.8865
Si 2.3955 1.1054 1.0947
C 2.1739 2.8361 1.8862
C 2.4426 1.4892 -0.7862
C 4.2218 0.6531 1.5203
Si 1.8221 -2.0155 1.7305
C 2.9621 -2.5335 0.2687
C 2.7494 -2.7663 3.2489
C 0.2217 -3.0413 1.5349
C 0.0091 -4.2348 2.2017
C -1.1391 -4.9852 1.9871
C -2.0570 -4.5028 1.0526
C -1.7950 -3.3036 0.4312
N -0.7043 -2.5594 0.6750
H 1.6626 0.5871 5.8781
H 2.5641 1.4431 4.6457
H 2.7648 -0.2795 4.8253
H -1.0989 1.7513 4.6887
H -1.1627 1.8584 2.9360
H 0.0939 2.6876 3.8073
H -1.1877 -0.8187 5.0780
H 0.2779 -1.7732 5.1585
H -0.7830 -1.9067 3.7736
H 1.1570 3.1792 1.7403
H 2.8406 3.5680 1.4349
H 2.3794 2.8122 2.9509
H 1.4419 1.5170 -1.2038
H 3.0170 0.7701 -1.3629
H 2.8865 2.4699 -0.9560
H 4.3126 0.3713 2.5632
H 4.8790 1.4987 1.3461
H 4.5892 -0.1739 0.9255
H 3.3396 -1.6718 -0.2688
H 2.4430 -3.1555 -0.4539
H 3.8287 -3.0851 0.6208
H 3.7237 -2.2998 3.3496
H 2.9153 -3.8342 3.1373
H 2.2118 -2.6053 4.1755
H 0.7503 -4.5792 2.9053
H -1.3161 -5.9156 2.5129
H -2.9586 -5.0553 0.8183
H -2.4774 -2.9133 -0.3143
C -5.2611 2.4937 -0.6272
C -3.8955 2.1696 -1.2156
O -2.9517 2.0675 -0.1904
P -1.3702 2.5064 -0.3806
O -0.6069 1.5167 0.4243
Te -0.8279 2.9830 -2.6115
O -1.3127 3.8422 0.5793
C -1.4508 5.1257 0.0519
C -2.8668 5.6668 0.2006
H -5.9799 2.6503 -1.4277
H -5.2078 3.3914 -0.0157
H -5.5884 1.6713 0.0026
H -3.5827 2.9415 -1.9391
H -3.9420 1.2176 -1.7623
H -1.1756 5.1070 -1.0214
H -0.7366 5.7643 0.5843
H -3.5528 5.0758 -0.3986
H -2.9136 6.6983 -0.1391
H -3.1758 5.6140 1.2411
C -4.3420 0.0230 2.8135
O -3.9824 -0.1516 1.4380
C -2.6979 -0.3737 1.1678
O -1.8643 -0.4194 2.0900
H -5.3120 0.5174 2.8400
H -3.5871 0.6216 3.3252
H -4.4011 -0.9544 3.2984
O 4.7998 -1.8525 -5.3353
S 4.3622 -2.0864 -6.7038
O 4.9703 -1.1825 -7.6786
O 4.3975 -3.4948 -7.1023
C 2.5664 -1.7039 -6.7141
N 1.9267 -1.7377 -7.8754
C 0.6119 -1.4850 -7.7819
C -0.0384 -1.2246 -6.6003
C 0.7324 -1.2437 -5.4108
N 2.0646 -1.4903 -5.5427
C 0.2594 -1.0549 -4.0799
C -1.0761 -0.7756 -3.6968
C -1.3978 -0.6248 -2.3744
N -0.5069 -0.7241 -1.3628
C 0.7715 -0.9877 -1.7226
C 1.1824 -1.1622 -3.0072
H 0.0720 -1.5079 -8.7261
H -1.1001 -1.0239 -6.5903
H -1.8503 -0.6600 -4.4420
H -2.4257 -0.4403 -2.0868
H 1.4597 -1.0488 -0.9007
H 2.2135 -1.3749 -3.2380
*
```

natural (NBO) analysis output, partial charges in e: number 1, Co, carries 1.087; number 2, C, carries -1.113; number 3, Si, carries 1.741; number 4, C, carries -1.116; number 5, C, carries -1.112; number 6, C, carries -1.511; number 7, Si, carries 1.706; number 8, C, carries -1.120; number 9, C, carries -1.111; number 10, C, carries -1.111; number 11, Si, carries 1.679; number 12, C, carries -1.111; number 13, C, carries -1.111; number 14, C, carries -0.169; number 15, C, carries -0.248; number 16, C, carries -0.154; number 17, C, carries -0.266; number 18, C, carries 0.072; number 19, N, carries -0.479; number 20, H, carries 0.222; number 21, H, carries 0.223; number 22, H, carries 0.219; number 23, H, carries 0.217; number 24, H, carries 0.259; number 25, H, carries 0.230; number 26, H, carries 0.229; number 27, H, carries 0.210; number 28, H, carries 0.236; number 29, H, carries 0.253; number 30, H, carries 0.230; number 31, H, carries 0.210; number 32, H, carries 0.267; number 33, H, carries 0.238; number 34, H, carries 0.236; number 35, H, carries 0.214; number 36, H, carries 0.233; number 37, H, carries 0.229; number 38, H, carries 0.248; number 39, H, carries 0.257; number 40, H, carries 0.233; number 41, H, carries 0.238; number 42, H, carries 0.227; number 43, H, carries 0.228; number 44, H, carries 0.217; number 45, H, carries 0.209; number 46, H, carries 0.217; number 47, H, carries 0.222; number 48, C, carries -0.624; number 49, C, carries -0.066; number 50, O, carries -0.844; number 51, P, carries 1.993; number 52, O, carries -1.184; number 53, Te, carries -0.539; number 54, O, carries -0.826; number 55, C, carries -0.081; number 56, C, carries -0.628; number 57, H, carries 0.198; number 58, H, carries 0.201; number 59, H, carries 0.208; number 60, H, carries 0.199; number 61, H, carries 0.171; number 62, H, carries 0.209; number 63, H, carries 0.164; number 64, H, carries 0.206; number 65, H, carries 0.198; number 66, H, carries 0.200; number 67, C, carries -0.279; number 68, O, carries -0.522; number 69, C, carries 0.471; number 70, O, carries -0.702; number 71, H, carries 0.184; number 72, H, carries 0.204; number 73, H, carries 0.176; number 74, O, carries -1.018; number 75, S, carries 2.369; number 76, O, carries -1.030; number 77, O, carries -1.035; number 78, C, carries 0.157; number 79, N, carries -0.495; number 80, C, carries 0.041; number 81, C, carries -0.338; number 82, C, carries 0.178; number 83, N, carries -0.480; number 84, C, carries -0.134; number 85, C, carries -0.258; number 86, C, carries 0.002; number 87, N, carries -0.601; number 88, C, carries -0.037; number 89, C, carries -0.188; number 90, H, carries 0.164; number 91, H, carries 0.192; number 92, H, carries 0.202; number 93, H, carries 0.187; number 94, H, carries 0.176; number 95, H, carries 0.256